[1]
The following is a quantum chemistry calculation of an isolated molecule of C4H8S2, from the Open Molecules 2025 dataset.

Properties
HOMO energy: -8.63 eV
M: 120.2 g mol⁻¹
SMILES: CC(C)SC=S
Frontier orbital gap: 8.598 eV
ΔE to the lowest compared entry with this formula, charge and spin: 19.1 kcal per mole

Each line ends with the Löwdin charge.
CARTESIAN COORDINATES (ANGSTROEM)
H (2.030, -1.032, -0.764)  0.081
C (0.730, 1.271, 0.258)  -0.130
H (-1.663, 0.238, -0.853)  -0.004
H (0.362, -0.775, -1.469)  0.073
S (-3.847, -0.046, 0.023)  0.605
H (0.042, 1.644, -0.517)  0.069
C (-2.244, -0.053, 0.012)  -1.106
H (1.103, -0.417, 1.512)  0.093
H (0.695, 1.976, 1.138)  0.094
C (0.485, -0.222, 0.612)  -0.690
H (0.793, -2.195, -0.464)  0.074
C (0.939, -1.112, -0.595)  -0.116
S (-1.171, -0.575, 1.262)  0.885
H (1.747, 1.300, -0.154)  0.073

Cartesian forces, eV/Å:
H -0.59 0.45 -0.06
C 0.07 0.14 0.52
H -0.13 0.24 -0.37
H 0.43 -0.24 0.01
S -0.30 0.00 0.13
H 0.20 -0.16 0.27
C 0.89 -0.25 0.02
H -0.26 -0.18 -0.51
H -0.13 -0.92 -0.83
C 0.92 0.28 -0.27
H -0.40 0.41 0.21
C -0.10 0.03 0.61
S -0.42 -0.06 0.22
H -0.18 0.26 0.03

=====

[2]
The following is a quantum chemistry calculation of a cluster of 2 separate species, C5H8N5S in total, from the Open Molecules 2025 dataset.

Properties
HOMO energy: -13.00 eV
Charge: +1
M: 170.2 g mol⁻¹
Frontier orbital gap: 8.534 eV
ΔE to the lowest compared entry with this formula, charge and spin: 124.0 kcal per mole

Each line ends with the Löwdin charge.
CARTESIAN COORDINATES (ANGSTROEM)
S (1.218, -0.054, 1.671)  1.034
N (0.702, -0.551, 0.235)  -0.306
H (1.187, 1.276, 1.510)  -0.036
N (-2.481, 0.582, 0.667)  0.069
H (2.932, -1.675, 1.539)  0.037
H (-4.165, 0.460, -0.385)  0.109
H (0.995, 2.137, -2.420)  0.040
H (3.676, -0.205, 2.350)  0.126
H (-2.941, -1.331, -2.107)  0.116
C (1.037, 2.142, -1.419)  0.019
C (-2.504, -0.788, -1.307)  0.033
H (3.258, -0.475, 0.445)  0.050
N (-1.254, 0.205, 0.892)  0.015
C (2.955, -0.601, 1.487)  -0.249
C (-1.226, -1.090, -1.063)  0.031
C (-3.140, 0.188, -0.408)  -0.039
N (1.137, 2.149, -0.290)  0.075
H (-0.818, -1.939, -1.416)  0.100
N (-0.570, -0.432, 0.017)  -0.223

Cartesian forces, eV/Å:
S 0.51 -0.85 2.14
N 0.54 -1.72 -2.33
H 0.55 0.51 -0.04
N -1.16 -0.48 -0.48
H -0.42 -0.55 0.62
H -0.67 0.31 -0.61
H -0.19 0.04 -3.16
H -1.80 -0.54 -2.15
H -0.91 -0.16 -0.39
C 0.24 0.16 1.91
C -0.84 2.08 1.61
H 0.25 0.89 0.31
N 0.05 1.89 0.94
C 0.97 0.90 0.93
C -0.14 2.57 2.63
C 1.90 -1.65 -0.29
N -0.02 0.35 0.82
H 2.15 -2.31 -1.51
N -1.01 -1.44 -0.96

=====

[3]
The following is a quantum chemistry calculation of a structure of composition C22H14BrF6FeN5O5S4, from the Open Molecules 2025 dataset.

Properties
HOMO energy (spin up / spin down): -1.34 / -1.65 eV
Charge: -2
Expectation value of S²: 6.016
M: 806.4 g mol⁻¹
Frontier orbital gap (spin up / spin down): 4.801 / 5.109 eV
Multiplicity: 5
ΔE to the lowest compared entry with this formula, charge and spin: 0.0 kcal per mole

Each line ends with the Löwdin spin population.
CARTESIAN COORDINATES (ANGSTROEM)
C (-0.206, 8.062, 1.325)  0.000
C (1.775, 4.591, 1.827)  0.000
H (-3.209, 9.137, 2.468)  0.000
H (-1.637, 3.231, 2.317)  0.000
C (-1.327, 3.315, -1.582)  0.000
F (0.702, -3.990, 0.146)  0.002
C (-1.004, 2.110, 0.595)  0.003
N (-2.327, -3.458, -0.272)  0.000
Fe (0.304, -0.466, -0.079)  3.586
C (-0.151, -4.284, 1.111)  0.000
O (-0.611, 1.085, 1.193)  0.028
S (2.466, -0.664, -0.140)  0.241
N (2.439, 1.967, 1.699)  0.005
F (-2.602, -5.058, -2.763)  0.000
C (-1.533, 3.264, 1.240)  0.002
F (-0.565, -5.552, 0.947)  0.000
C (-0.778, 2.089, -3.577)  0.001
H (2.600, 0.946, 1.557)  0.007
H (1.964, 4.364, 3.944)  0.000
S (2.758, 1.625, 4.324)  0.000
O (-1.034, -1.824, 1.175)  0.026
H (0.848, 8.133, 1.558)  0.000
O (-2.418, -3.602, 2.175)  0.003
C (-1.876, 4.389, 0.532)  0.000
N (-2.427, 6.705, -1.320)  0.006
C (-2.492, 8.632, 1.836)  0.000
F (-1.336, -3.755, -3.940)  0.000
O (-0.868, -1.906, -1.674)  0.023
C (-0.421, 0.995, -2.776)  0.010
Br (-0.556, 9.696, 3.638)  0.000
C (-1.765, 4.485, -0.869)  0.002
N (-0.510, 1.042, -1.467)  0.026
C (-1.992, 7.255, -0.087)  0.000
C (-0.632, 7.337, 0.227)  0.000
C (-0.950, 2.168, -0.870)  0.002
S (-2.042, -2.741, -1.638)  0.004
F (0.464, -4.199, 2.289)  0.000
C (1.867, 3.960, 0.570)  0.000
H (-1.505, 4.106, -3.575)  0.000
H (-3.960, 7.875, 0.461)  0.000
H (1.646, 4.476, -0.354)  0.000
C (2.035, 3.898, 2.972)  0.000
C (2.191, 2.638, 0.557)  0.003
H (2.253, 2.004, -0.322)  0.004
N (-2.212, 5.517, -1.670)  0.001
C (-2.910, 7.921, 0.720)  0.001
O (-3.246, -2.255, -2.242)  0.001
C (-1.593, -4.183, -2.697)  0.001
H (1.475, 5.630, 1.894)  0.000
H (-2.287, 5.223, 1.083)  0.000
C (-1.224, 3.243, -2.987)  0.006
H (-0.695, 2.010, -4.653)  0.000
C (-1.142, 8.699, 2.126)  0.000
H (-0.059, 0.067, -3.200)  0.001
H (0.088, 6.826, -0.399)  0.000
C (2.400, 2.517, 2.946)  0.000
F (-0.516, -4.819, -2.244)  0.000
S (-1.604, -3.147, 1.092)  0.004

Cartesian forces, eV/Å:
C 0.00 -0.02 -0.02
C 0.00 -0.03 0.01
H 0.00 0.00 0.00
H 0.00 0.00 0.00
C 0.00 -0.01 -0.02
F 0.01 0.00 0.00
C -0.02 0.02 -0.05
N 0.00 -0.03 0.00
Fe -0.01 0.09 0.09
C -0.01 -0.01 0.01
O -0.04 -0.12 -0.07
S 0.05 -0.03 0.00
N 0.01 -0.04 0.04
F 0.01 0.00 -0.01
C 0.01 0.01 0.01
F 0.00 0.01 0.00
C -0.01 0.01 0.01
H -0.03 0.05 -0.02
H 0.00 0.00 0.00
S 0.03 0.01 0.01
O -0.01 0.01 -0.03
H 0.00 -0.01 0.02
O 0.01 -0.01 -0.01
C 0.02 -0.01 0.01
N -0.01 0.05 -0.02
C 0.00 0.01 0.01
F 0.00 -0.01 0.01
O 0.04 0.05 0.02
C 0.00 0.00 -0.01
Br 0.00 0.00 0.00
C -0.07 0.08 0.00
N 0.01 0.00 0.02
C 0.01 -0.01 0.02
C -0.01 0.01 0.01
C -0.01 -0.01 0.02
S -0.05 -0.01 -0.02
F 0.00 0.00 -0.01
C 0.00 0.02 -0.01
H 0.00 0.00 0.00
H 0.00 0.00 0.01
H -0.01 0.01 0.01
C -0.01 -0.01 0.00
C 0.00 -0.01 -0.02
H 0.00 -0.01 0.00
N 0.05 -0.08 0.00
C -0.01 -0.01 -0.01
O 0.01 0.00 0.00
C 0.00 0.00 0.00
H 0.00 0.02 -0.02
H 0.00 -0.01 0.02
C 0.01 -0.02 0.00
H 0.00 0.00 0.00
C 0.01 0.00 0.01
H 0.00 0.00 0.00
H 0.00 -0.01 -0.01
C 0.01 0.01 -0.02
F -0.02 0.00 0.00
S -0.02 0.04 0.02

=====

[4]
The following is a quantum chemistry calculation of a structure of composition C14H50N2O11, from the Open Molecules 2025 dataset.

Properties
HOMO energy: -7.92 eV
M: 422.6 g mol⁻¹
Frontier orbital gap: 7.707 eV
ΔE to the lowest compared entry with this formula, charge and spin: 438.6 kcal per mole

Each line ends with the Löwdin charge.
CARTESIAN COORDINATES (ANGSTROEM)
C (-8.412, -10.657, -18.883)  -0.545
H (-8.360, -10.411, -23.445)  0.108
H (-8.057, -8.178, -20.242)  0.083
C (-8.444, -9.315, -15.977)  -0.170
O (-6.122, -13.411, -16.222)  -0.030
H (-8.313, -11.561, -20.680)  -0.156
H (-12.967, -11.541, -20.503)  0.069
H (-7.901, -9.054, -16.886)  0.119
C (-4.764, -10.553, -19.301)  -0.026
O (-10.825, -13.547, -16.530)  0.069
H (-10.958, -12.547, -16.200)  -0.243
H (-7.939, -13.740, -20.275)  0.014
C (-11.159, -10.472, -20.041)  -0.332
N (-8.133, -11.664, -19.691)  0.110
H (-8.862, -13.291, -17.432)  0.061
H (-10.584, -9.800, -16.970)  0.094
H (-12.151, -13.751, -20.096)  0.068
C (-8.926, -13.889, -20.713)  -0.065
O (-11.010, -11.620, -15.957)  -0.089
H (-8.890, -13.147, -21.511)  0.074
H (-8.201, -12.013, -17.424)  0.025
H (-9.561, -8.239, -21.116)  0.068
H (-8.981, -14.899, -21.117)  0.096
H (-9.824, -9.372, -19.418)  -0.136
C (-9.578, -14.037, -17.090)  -0.044
H (-10.375, -12.599, -19.704)  0.062
H (-7.606, -12.423, -19.283)  0.023
H (-8.624, -9.501, -21.876)  0.071
H (-6.466, -13.729, -19.647)  0.075
C (-12.629, -10.744, -19.840)  -0.052
O (-8.706, -10.593, -15.640)  -0.141
H (-7.364, -11.901, -15.565)  0.090
H (-6.953, -13.061, -17.020)  -0.128
H (-6.083, -12.275, -19.335)  0.065
N (-8.361, -11.043, -17.654)  0.137
O (-8.627, -9.502, -19.298)  -0.064
H (-10.606, -11.269, -19.543)  0.041
H (-9.648, -10.609, -15.453)  0.081
H (-5.273, -13.198, -20.983)  0.070
H (-12.906, -10.890, -18.796)  0.058
H (-8.550, -10.370, -16.925)  -0.069
H (-9.345, -8.703, -16.011)  0.121
H (-6.229, -14.676, -18.230)  0.124
H (-6.440, -11.150, -20.636)  0.094
C (-10.894, -10.837, -17.104)  -0.151
C (-9.009, -7.663, -20.373)  -0.214
H (-4.675, -9.737, -20.017)  0.082
H (-10.846, -10.471, -21.085)  0.099
H (-9.195, -8.126, -18.582)  0.039
H (-8.974, -14.493, -16.306)  0.108
C (-10.240, -13.664, -19.891)  -0.249
C (-8.662, -10.457, -22.399)  -0.030
H (-7.098, -11.411, -21.991)  0.123
H (-5.164, -10.157, -18.368)  0.063
O (-9.532, -7.400, -19.111)  -0.088
H (-7.882, -14.595, -18.998)  0.083
H (-5.705, -11.899, -14.866)  0.110
H (-6.487, -13.985, -15.545)  0.135
H (-5.910, -11.350, -16.479)  0.105
C (-5.634, -11.566, -20.031)  -0.310
H (-10.432, -11.350, -17.948)  0.072
H (-9.720, -10.702, -22.304)  0.083
C (-6.970, -14.058, -18.738)  -0.062
O (-11.419, -14.037, -20.648)  -0.057
O (-8.018, -11.523, -21.742)  -0.083
O (-7.326, -12.936, -17.896)  -0.284
O (-10.781, -9.292, -19.410)  -0.090
H (-11.337, -14.342, -16.368)  0.155
O (-4.818, -12.359, -20.880)  -0.052
C (-6.305, -12.068, -15.761)  -0.037
H (-8.730, -6.780, -20.948)  0.083
H (-3.818, -11.002, -18.998)  0.082
H (-9.717, -14.817, -17.838)  0.091
H (-11.931, -10.674, -17.399)  0.077
H (-7.839, -8.931, -15.156)  0.114
H (-13.194, -9.866, -20.150)  0.082
H (-10.070, -14.102, -18.908)  0.037

Cartesian forces, eV/Å:
C 2.09 -3.40 -0.50
H -0.09 0.19 0.08
H 0.00 0.85 -0.81
C 1.21 6.35 3.64
O 3.00 -1.03 3.61
H -0.27 -0.24 2.92
H -0.08 -0.33 0.23
H 0.17 -0.52 -0.05
C -0.38 0.12 -0.50
O 1.97 -9.94 -3.79
H -0.49 2.25 1.05
H -2.08 -0.31 -0.97
C -0.33 0.13 1.06
N -1.93 0.40 3.93
H -2.04 -0.33 -0.27
H 0.49 -0.42 0.04
H -0.24 0.04 -0.11
C -1.59 -0.01 -1.56
O 0.34 6.85 2.96
H -0.70 -1.11 -0.28
H -1.21 2.37 -0.32
H -0.88 -0.11 0.65
H 0.10 -0.17 -0.26
H -0.30 0.46 -0.07
C 0.61 -0.81 1.97
H 0.55 -0.83 0.00
H -1.81 1.90 -0.82
H 0.89 -0.18 -0.07
H -0.17 -0.29 0.24
C -0.55 0.52 -0.84
O -0.89 -0.77 5.77
H 0.50 0.19 0.11
H 0.45 -1.42 -0.32
H 0.94 1.38 -0.10
N 0.11 2.84 -0.05
O 4.14 -2.86 1.64
H -0.22 0.31 -0.63
H -0.86 -1.28 0.42
H 0.23 -0.13 -0.29
H 0.11 -0.37 -0.34
H 0.08 -2.79 -4.26
H -0.01 0.12 0.05
H -0.08 -0.17 0.20
H 1.14 0.62 1.01
C -3.58 0.11 -0.70
C 2.08 2.25 -1.72
H 0.74 0.27 0.38
H -0.55 -0.07 -0.19
H -0.09 0.39 0.23
H -0.20 -0.32 0.67
C 1.10 0.90 -0.61
C -1.89 0.47 -0.77
H 0.39 -0.49 0.14
H -0.60 0.00 -0.21
O 0.09 2.36 -0.28
H 0.80 -0.42 0.65
H -0.19 -0.15 0.22
H 0.17 -0.26 0.29
H -0.28 -0.43 -0.33
C 0.74 -0.57 0.77
H -0.11 0.27 0.85
H 0.10 -0.06 -0.76
C 0.66 -1.21 2.56
O 1.02 -0.67 0.55
O 1.98 1.34 -10.48
O 1.54 -4.07 -5.06
O -5.56 -0.70 -0.64
H -0.55 0.08 0.23
O 0.74 -0.20 -0.67
C 1.07 1.08 1.90
H -0.46 0.91 0.41
H 0.16 0.03 -0.50
H -0.09 -0.03 0.96
H 0.03 0.28 -0.27
H 0.19 0.73 -0.07
H 0.01 0.19 -0.11
H -1.38 -0.08 -1.83

=====

[5]
The following is a quantum chemistry calculation of an isolated molecule of C10H16N4O4, from the Open Molecules 2025 dataset.

Properties
HOMO energy: -9.15 eV
M: 256.3 g mol⁻¹
SMILES: C[C@@H](O)[C@H](N)C(=O)N[C@@H](Cc1c[nH]cn1)C(=O)O
Frontier orbital gap: 9.695 eV
ΔE to the lowest compared entry with this formula, charge and spin: 37.2 kcal per mole

Each line ends with the Löwdin charge.
CARTESIAN COORDINATES (ANGSTROEM)
N (-2.469, -1.893, -1.597)  0.069
H (-1.278, -3.542, -0.898)  0.126
O (-0.591, -1.378, 3.303)  -0.065
H (0.139, -1.735, 3.845)  0.111
H (-3.327, -2.393, -1.457)  0.145
H (1.464, 2.457, -0.265)  0.127
H (-2.835, 0.138, -2.268)  0.132
C (-1.308, -2.523, -1.270)  -0.180
N (1.206, 1.484, -0.243)  0.133
C (1.397, 0.738, -1.506)  -0.184
N (1.024, -1.158, 1.263)  0.087
H (-2.372, 0.299, 2.414)  0.093
H (-2.002, 0.483, 4.085)  0.084
H (-0.893, -0.317, 0.847)  0.154
H (-1.411, 1.742, 2.944)  0.089
C (0.800, 1.196, 1.056)  -0.383
H (1.817, -0.246, -1.291)  0.143
C (2.542, 1.392, -2.312)  -0.461
C (-2.077, -0.604, -1.971)  -0.069
H (0.466, 0.295, -3.433)  0.128
O (0.976, 2.056, 1.916)  0.056
N (-0.234, -1.758, -1.411)  0.098
C (-1.566, 0.661, 3.095)  -0.052
H (0.596, 0.327, 3.485)  0.181
H (3.692, 2.787, -2.517)  0.132
C (-0.759, -0.546, -1.876)  -0.319
C (0.142, 0.547, -2.405)  -0.062
C (0.061, -0.086, 1.407)  -0.303
C (-0.289, -0.061, 2.852)  -0.439
H (0.974, -1.311, 0.284)  0.012
H (-0.413, 1.471, -2.595)  0.126
O (3.025, 2.564, -1.854)  0.122
O (2.953, 0.845, -3.307)  0.109
H (0.549, -1.929, 1.680)  0.059

Cartesian forces, eV/Å:
N 1.80 -0.33 0.41
H -0.08 0.21 -0.11
O 0.59 -1.39 0.48
H -0.50 0.38 -0.53
H -0.50 0.70 -0.26
H 0.30 0.06 -0.17
H 0.70 -0.52 0.14
C 0.89 0.23 0.22
N -0.46 -0.24 0.09
C 0.24 0.78 0.62
N 0.37 0.57 -0.35
H 0.70 0.26 0.14
H 0.56 0.14 -0.01
H 0.87 0.72 0.08
H -0.29 -0.31 0.02
C -0.65 1.03 -0.37
H -0.22 -0.09 0.04
C -0.68 -0.84 -0.25
C -3.50 0.15 -0.27
H 0.19 -0.34 0.59
O 0.02 -0.51 -0.80
N -1.47 0.00 -0.50
C -1.35 1.32 -0.04
H -1.48 -0.30 -1.17
H 0.27 0.33 0.03
C 2.22 -0.01 -0.33
C 0.25 -0.15 -0.12
C 0.39 -0.31 -0.15
C 0.48 0.28 2.65
H 0.60 -0.97 -1.05
H 0.02 0.08 0.64
O -0.28 -0.56 -0.27
O 0.07 0.58 0.37
H -0.06 -0.98 0.23

=====

Q: The lowest M belongs to which entry?
A: C4H8S2